{
  "formula": "C23H39N4O4S2SiSm",
  "method": "the ωB97M-V functional and the def2-TZVPD basis",
  "energy_ha": -3163.84505,
  "s_squared": 8.7704,
  "e_homo_ha": [-0.2917, -0.2910],
  "multiplicity": 6,
  "symbols": ["Sm", "C", "C", "C", "C", "O", "Si", "S", "O", "C", "C", "C", "C", "O", "C", "C", "C", "C", "H", "H", "H", "H", "H", "H", "H", "H", "H", "H", "H", "H", "H", "H", "H", "H", "H", "H", "H", "H", "H", "H", "H", "H", "H", "H", "H", "N", "C", "N", "C", "C", "C", "C", "C", "C", "S", "H", "H", "H", "H", "H", "H", "C", "N", "C", "C", "N", "C", "H", "H", "H", "H", "H", "H", "O"],
  "positions_angstrom": [[8.003, 11.875, 12.296], [6.606, 11.831, 16.027], [7.414, 10.619, 15.725], [6.426, 9.688, 14.894], [7.912, 9.818, 16.879], [8.464, 10.989, 14.770], [10.061, 11.382, 15.067], [10.751, 12.200, 13.327], [10.937, 10.083, 15.550], [11.814, 9.128, 14.992], [12.016, 8.037, 15.949], [13.102, 9.882, 14.688], [11.075, 8.562, 13.709], [9.897, 12.314, 16.393], [10.732, 13.277, 17.075], [12.125, 13.417, 16.418], [10.032, 14.606, 17.033], [10.850, 12.869, 18.495], [5.698, 11.433, 16.453], [6.375, 12.387, 15.147], [7.012, 12.442, 16.820], [5.788, 9.047, 15.548], [6.930, 9.001, 14.315], [5.709, 10.099, 14.136], [7.087, 9.381, 17.423], [8.513, 10.307, 17.579], [8.527, 8.980, 16.509], [12.512, 8.571, 16.774], [12.649, 7.295, 15.530], [11.065, 7.580, 16.355], [13.597, 10.095, 15.639], [12.836, 10.823, 14.202], [13.686, 9.205, 14.063], [10.260, 8.079, 14.151], [11.680, 7.785, 13.216], [10.863, 9.361, 13.015], [12.180, 14.241, 15.751], [12.301, 12.611, 15.747], [13.010, 13.478, 17.135], [10.205, 15.091, 16.067], [10.522, 15.281, 17.770], [8.951, 14.564, 17.169], [10.928, 11.807, 18.579], [9.950, 13.049, 19.038], [11.713, 13.348, 18.923], [10.525, 10.682, 9.854], [9.388, 11.189, 9.210], [8.445, 11.752, 9.827], [7.398, 12.113, 8.975], [6.300, 12.912, 9.288], [5.306, 13.073, 8.355], [5.418, 12.593, 7.020], [6.629, 11.911, 6.696], [7.562, 11.654, 7.674], [9.191, 11.008, 7.479], [10.730, 11.146, 10.719], [11.299, 10.555, 9.262], [6.194, 13.400, 10.265], [4.387, 13.566, 8.596], [4.605, 12.701, 6.315], [6.772, 11.679, 5.650], [6.727, 5.860, 11.625], [6.692, 7.279, 11.550], [5.590, 8.027, 11.269], [6.023, 9.326, 11.201], [7.370, 9.392, 11.422], [7.739, 8.134, 11.699], [6.968, 5.435, 10.680], [5.785, 5.478, 12.056], [7.504, 5.599, 12.368], [4.598, 7.701, 10.960], [5.473, 10.174, 11.041], [8.618, 7.839, 12.168], [6.761, 13.230, 12.238]],
  "atomic_forces_ev_per_a": [[0.83, -0.49, 1.05], [-0.20, -0.21, 1.67], [-1.06, -0.59, -2.66], [-1.45, 0.43, 0.98], [0.11, -1.58, -0.62], [-0.39, -0.57, 0.06], [0.16, -0.05, 0.18], [-0.12, 0.40, -0.67], [-0.74, 0.08, 1.12], [-1.39, 1.16, -2.84], [-0.78, 0.25, 2.30], [-0.36, -0.74, 0.01], [2.64, 0.32, 0.63], [0.23, 0.51, 0.27], [0.09, 0.02, -1.04], [0.85, -0.30, 1.19], [0.38, 1.46, -0.48], [0.09, -0.86, 0.43], [-0.71, 0.11, 0.06], [-0.11, 0.53, -0.63], [0.51, 0.45, -0.06], [0.40, 0.72, -0.10], [1.78, -1.65, -1.13], [0.64, 0.70, 0.89], [-0.41, -0.06, 0.11], [0.95, 1.27, 0.90], [-0.26, 0.19, 0.00], [0.00, -0.83, 0.26], [0.64, -0.80, -0.20], [0.93, 0.50, -0.65], [0.19, -0.01, -0.18], [0.34, -0.28, -0.24], [0.52, 0.43, -0.07], [-1.83, -0.57, 0.15], [-0.02, 0.25, 0.05], [-0.36, 0.13, -0.15], [-0.07, 1.07, -0.36], [0.33, -1.07, -0.25], [-1.33, -0.09, -0.74], [-0.18, -0.12, -0.05], [-0.53, -0.35, -0.24], [0.13, -0.20, 0.38], [0.67, -0.91, -0.10], [-0.69, 0.71, 0.52], [0.12, 0.20, 0.56], [-2.18, 0.49, -0.56], [2.56, -1.27, -0.29], [-1.30, 1.32, 0.85], [-0.20, 0.22, 0.00], [-0.11, 0.02, 0.76], [-0.38, -0.48, -2.04], [1.84, -0.82, 1.62], [-1.96, 0.95, -0.75], [0.47, 0.36, -0.54], [-0.45, -0.29, 0.21], [0.25, 0.18, 0.57], [1.07, -0.22, -0.61], [0.23, -0.50, -0.13], [-0.20, 0.44, 0.36], [0.22, 0.10, -0.08], [0.27, -0.37, 0.03], [0.24, -0.67, 2.04], [-0.17, 1.06, 0.13], [-0.52, 1.17, -0.84], [1.12, -2.04, 0.12], [0.19, -0.95, 1.25], [-2.02, 1.15, -0.88], [0.01, -0.53, -0.72], [0.34, 0.16, -0.54], [-0.21, -0.12, -0.50], [0.49, -0.49, 0.43], [-1.30, 1.87, -0.58], [1.64, -0.45, 0.24], [-0.46, 0.12, 0.14]]
}